Here is a molecular structure, C47H38BrKN9O5Se at a distorted geometry from OMol25. Energies are from wB97M-V/def2-TZVPD.

LUMO level = 1.4264 eV
highest occupied orbital energy = -4.355 eV
relative energy (zero: lowest compared OMol25 entry of this formula, charge and spin) = 248.04 kJ/mol
E_tot = -8258.361751 hartree
total charge = -1
orbital gap = 5.8 eV

CARTESIAN COORDINATES (ANGSTROEM)
Br: 4.660 -4.989 -0.568
Se: -0.644 -1.111 3.954
K: -0.963 0.967 0.126
O: 0.018 2.067 -1.477
O: 1.751 -0.709 0.323
O: 1.711 4.065 -1.896
O: 0.693 -0.756 -2.148
O: -2.217 -0.834 0.159
N: 0.267 -2.025 -4.418
N: 1.382 3.714 3.090
N: 1.892 -3.418 -5.047
N: -3.751 0.456 -0.981
N: 1.963 7.287 8.812
N: 0.552 -3.487 2.930
N: -0.819 -2.541 1.511
N: -2.758 1.279 -1.436
N: 0.679 2.161 1.683
C: 1.275 -3.791 4.137
C: 1.051 -3.193 -6.115
C: -1.464 5.923 -1.661
C: -2.322 4.870 -1.465
C: 0.020 -2.308 -5.735
C: -0.475 -4.155 -0.404
C: 2.184 -1.687 -0.511
C: -5.398 -3.366 1.344
C: 0.501 4.418 5.238
C: 0.381 4.384 -1.748
C: 3.102 -2.658 -0.162
C: 1.609 -1.678 -1.794
C: -0.979 -1.908 -6.615
C: -5.866 -0.863 0.255
C: -6.912 -1.590 0.797
C: 1.749 5.934 6.629
C: 1.869 6.685 7.836
C: 0.115 -3.273 -8.299
C: 0.623 5.138 6.407
C: 0.567 2.634 2.892
C: 2.406 -0.590 1.575
C: 3.443 -3.629 -1.096
C: 2.748 5.987 5.657
C: -3.412 -0.552 -0.232
C: -0.287 -3.643 0.870
C: 1.605 2.951 1.042
C: 1.278 -5.409 1.451
C: 2.612 5.136 -1.953
C: -4.349 -2.636 0.805
C: 2.899 -3.646 -2.354
C: -0.478 3.236 -1.563
C: 1.970 -2.664 -2.712
C: 0.577 -4.260 1.778
C: -2.859 2.511 -1.129
C: 1.104 -3.674 -7.422
C: 2.629 5.254 4.494
C: -0.092 5.671 -1.800
C: 1.506 4.461 4.271
C: -1.874 3.540 -1.425
C: -6.681 -2.842 1.354
C: -0.307 -2.434 2.749
C: -0.915 -2.408 -7.902
C: 1.398 -2.709 -4.060
C: 0.231 -5.302 -0.736
C: -4.567 -1.372 0.263
C: 1.088 -5.920 0.175
C: 2.056 3.910 1.893
H: -1.488 -1.851 1.063
H: -0.206 -1.362 -3.824
H: 3.477 -0.402 1.443
H: 0.128 -3.625 -9.324
H: -1.828 6.942 -1.709
H: -1.763 -1.226 -6.311
H: 0.122 -5.726 -1.726
H: 3.547 -2.670 0.822
H: 1.165 -2.952 4.820
H: -7.492 -3.401 1.804
H: 2.544 5.771 -1.060
H: 1.909 -4.329 -7.727
H: -3.384 5.060 -1.355
H: 2.264 -1.485 2.187
H: 3.175 -4.389 -3.087
H: 2.333 -3.944 3.916
H: -6.026 0.111 -0.185
H: 2.751 4.715 1.741
H: 0.697 0.035 -1.585
H: 1.631 -6.807 -0.125
H: -3.744 2.844 -0.567
H: -0.157 5.097 7.154
H: -1.676 -2.127 -8.619
H: 0.580 6.508 -1.943
H: -0.054 2.188 3.654
H: 0.872 -4.689 4.609
H: 1.846 2.785 0.005
H: 3.607 4.696 -2.011
H: -7.913 -1.174 0.801
H: 3.423 5.289 3.760
H: -1.144 -3.670 -1.103
H: -0.388 3.828 5.068
H: 3.621 6.603 5.825
H: -5.210 -4.345 1.768
H: 1.959 -5.875 2.152
H: -3.346 -3.043 0.795
H: 1.943 0.249 2.074
H: 2.449 5.762 -2.838



Here is a molecular structure, C47H39ClGeI2N6O5SW at a distorted geometry from OMol25. Energies are from wB97M-V/def2-TZVPD.

LUMO level (alpha / beta) = -4.4184 / -4.2978 eV
highest occupied orbital energy (alpha / beta) = -9.405 / -9.624 eV
spin multiplicity = 2
E_tot = -6116.624472 hartree
total charge = +1
orbital gap (alpha / beta) = 5.0 / 5.3 eV

CARTESIAN COORDINATES (ANGSTROEM)
W: 0.630 -0.714 0.831
I: -2.600 -7.652 -0.280
I: 2.538 -4.302 0.324
Ge: 0.451 1.131 -0.932
Cl: 5.477 1.620 5.849
S: -2.496 -1.807 -1.646
O: -2.691 -3.181 -1.294
O: 0.462 -2.506 1.151
O: -2.487 -1.348 -2.999
O: 1.087 -0.786 2.788
O: 2.480 -0.540 0.682
N: -0.369 0.931 1.679
N: -7.009 1.108 0.865
N: 1.241 -1.656 -1.366
N: -1.851 -1.367 1.698
N: -0.979 -1.337 -0.952
N: -0.373 -2.859 -2.612
C: 4.404 0.580 3.615
C: 1.919 0.144 4.813
C: -1.628 1.018 2.245
C: 3.532 -0.277 1.486
C: 2.544 2.868 0.539
C: -1.549 3.431 2.510
C: -0.127 3.458 2.134
C: 2.085 -0.209 3.477
C: 3.357 0.028 2.837
C: -5.603 -0.841 0.747
C: 0.471 -4.715 0.404
C: 2.341 0.939 -3.295
C: -3.778 -0.882 -0.817
C: -4.186 0.345 -1.319
C: -2.210 2.234 2.605
C: 4.578 0.147 -2.810
C: 2.953 0.709 5.542
C: 0.450 1.729 -5.189
C: -2.194 -4.956 1.024
C: -1.538 -3.790 1.375
C: 3.862 0.290 -5.094
C: 3.366 0.620 -2.384
C: 1.920 -3.035 -3.181
C: 1.108 2.658 0.567
C: -4.528 -1.492 0.181
C: -0.173 -5.876 0.048
C: 2.614 0.809 -4.684
C: 2.291 5.276 0.363
C: 1.061 1.388 -2.858
C: 2.200 -2.190 -2.129
C: -2.297 -0.290 2.593
C: -5.974 0.436 0.298
C: -0.205 -3.642 0.972
C: 3.099 4.095 0.410
C: 0.511 2.077 1.867
C: 1.640 1.212 -5.620
C: 0.256 3.921 0.666
C: -1.532 -5.952 0.326
C: 0.951 5.206 0.477
C: -0.046 -1.976 -1.677
C: -1.416 1.845 -1.186
C: 4.821 -0.042 -4.178
C: 0.582 -3.377 -3.349
C: 4.193 0.915 4.932
C: 0.156 1.785 -3.822
C: -2.131 -2.710 2.243
C: -5.244 1.014 -0.748
H: 0.958 -0.040 5.273
H: -4.280 -2.502 0.465
H: -0.648 3.899 0.061
H: 4.504 -0.261 1.006
H: 4.045 0.171 -6.151
H: -6.188 -1.322 1.515
H: 0.352 -6.692 -0.420
H: 3.169 0.768 -1.326
H: 1.849 1.116 -6.675
H: 1.282 1.806 2.618
H: -3.229 -5.094 1.295
H: 2.806 0.980 6.575
H: -0.289 2.069 -5.898
H: -2.040 4.359 2.746
H: 2.701 -3.442 -3.796
H: -1.454 2.859 -1.578
H: 3.213 -1.932 -1.857
H: 5.357 -0.088 -2.099
H: -7.367 1.923 0.397
H: -0.812 2.160 -3.539
H: -3.211 -2.874 2.368
H: 2.782 6.228 0.243
H: 0.344 6.098 0.440
H: -3.391 -0.183 2.584
H: -1.997 -0.569 3.615
H: 5.364 0.751 3.156
H: 0.251 -4.096 -4.085
H: 0.465 4.034 2.846
H: -3.704 0.731 -2.198
H: -1.661 -2.763 3.236
H: -7.661 0.596 1.434
H: -1.867 1.199 -1.932
H: -2.395 -1.291 0.831
H: -2.014 1.796 -0.277
H: -3.218 2.213 2.988
H: 5.773 -0.437 -4.499
H: 3.174 1.991 0.651
H: 4.173 4.206 0.378
H: -5.550 1.974 -1.133



Here is a molecular structure, C47H40AuN4OSb2 from OMol25. Energies are from wB97M-V/def2-TZVPD.

LUMO level (alpha / beta) = -7.2446 / -9.8867 eV
highest occupied orbital energy (alpha / beta) = -14.689 / -15.176 eV
relative energy (zero: lowest compared OMol25 entry of this formula, charge and spin) = 0.00 kJ/mol
spin multiplicity = 3
E_tot = -2724.553744 hartree
total charge = +3
orbital gap (alpha / beta) = 7.4 / 5.3 eV

CARTESIAN COORDINATES (ANGSTROEM)
Au: 0.779 0.175 -0.727
Sb: 2.177 -1.544 -1.836
Sb: 0.303 -3.621 -2.053
O: -4.861 9.543 6.350
N: -0.131 2.325 -0.793
N: -2.437 4.170 3.824
N: -0.389 0.536 1.227
N: -2.200 5.629 2.141
C: 1.208 -5.522 -4.213
C: 0.460 -6.614 -2.166
C: -1.668 -3.715 0.246
C: -0.055 -0.734 -4.040
C: -4.210 7.341 6.213
C: 3.598 -2.830 -4.166
C: 4.641 -1.685 -6.007
C: -3.882 8.843 4.263
C: 4.321 -2.866 -5.352
C: -3.667 6.315 5.514
C: -1.283 -2.808 -3.204
C: -1.726 4.432 1.776
C: -1.559 1.144 3.659
C: 0.674 -7.849 -2.767
C: -5.047 10.904 5.865
C: -0.686 -2.042 -4.394
C: 0.131 -4.668 2.148
C: 0.001 3.173 -1.801
C: 5.055 -3.685 1.444
C: 3.199 -1.595 -3.654
C: -1.193 -4.431 2.493
C: -1.429 2.129 2.673
C: -0.526 -0.393 2.164
C: -1.859 3.501 2.797
C: 3.453 -2.491 -0.474
C: 5.423 -3.731 0.108
C: -0.337 -3.955 -0.093
C: -4.329 8.629 5.600
C: -0.422 4.505 -1.732
C: -0.991 4.954 -0.569
C: 4.244 -0.461 -5.490
C: -0.695 2.757 0.353
C: 1.147 -7.921 -4.068
C: 3.894 -3.029 1.829
C: 4.629 -3.132 -0.861
C: -3.214 6.508 4.178
C: 0.732 -5.466 -2.904
C: -2.636 5.473 3.402
C: -2.093 -3.959 1.546
C: 3.515 -0.408 -4.309
C: -3.340 7.799 3.581
C: 1.411 -6.767 -4.792
C: -1.112 -0.128 3.404
C: 3.091 -2.425 0.873
C: 0.567 -4.438 0.849
C: -0.840 1.778 1.455
C: -1.136 4.066 0.503
H: 5.684 -4.148 2.192
H: -3.130 -3.797 1.812
H: -2.007 1.381 4.616
H: -1.892 -2.168 -2.566
H: -2.992 7.930 2.566
H: 0.468 -8.755 -2.213
H: 4.639 -3.817 -5.760
H: -0.649 -0.013 -3.486
H: 0.826 -5.050 2.884
H: -5.501 11.436 6.692
H: -1.331 5.976 -0.460
H: 0.697 -0.313 -4.692
H: -4.080 11.337 5.618
H: 1.599 -4.634 0.587
H: 4.941 -3.156 -1.894
H: 0.010 -2.678 -4.947
H: 1.413 -4.626 -4.784
H: -5.713 10.893 5.005
H: -1.201 -0.916 4.137
H: 1.308 -8.888 -4.526
H: -1.507 -1.841 -5.097
H: -4.562 7.228 7.228
H: 6.341 -4.225 -0.182
H: -3.587 5.350 5.998
H: 0.087 -6.557 -1.151
H: -2.671 3.801 4.730
H: 3.205 0.548 -3.905
H: -0.162 -1.388 1.928
H: 1.773 -6.836 -5.810
H: -0.292 5.154 -2.586
H: 5.207 -1.718 -6.928
H: 4.506 0.453 -6.005
H: 0.459 2.783 -2.701
H: -2.384 -3.358 -0.485
H: 2.196 -1.890 1.178
H: -1.532 -4.638 3.500
H: -1.881 -3.659 -3.528
H: -3.970 9.813 3.800
H: 3.365 -3.755 -3.655
H: 3.626 -2.978 2.876



Here is 8 unconnected molecules or ions with the total composition C47H40BClO19P at a distorted geometry from OMol25. Energies are from wB97M-V/def2-TZVPD.

LUMO level = -0.4855 eV
highest occupied orbital energy = -5.252 eV
relative energy (zero: lowest compared OMol25 entry of this formula, charge and spin) = 24.16 kJ/mol
E_tot = -4070.949332 hartree
total charge = -1
orbital gap = 4.8 eV

CARTESIAN COORDINATES (ANGSTROEM)
Cl: 6.403 -0.111 0.012
P: -0.108 -0.947 1.111
O: -3.350 1.610 5.979
O: 2.447 -2.277 1.472
O: -4.824 -4.516 1.752
O: -3.528 7.988 -0.903
O: -4.535 3.817 10.640
O: 0.289 0.616 0.894
O: -2.486 2.785 -0.578
O: 0.352 -3.654 -2.241
O: 6.248 -1.704 -9.906
O: 1.896 -1.534 -0.679
O: -0.668 -1.070 2.466
O: 1.933 -0.251 7.805
O: -1.204 -6.123 -1.757
O: -1.296 -1.178 0.009
O: 4.473 -0.798 3.201
O: -5.297 7.595 -5.874
O: 3.502 -1.826 -5.384
O: -3.663 4.965 4.100
O: 1.247 -5.642 -7.062
C: 3.640 -2.494 -7.636
C: -2.617 2.500 1.764
C: -4.095 3.524 7.130
C: -3.933 7.897 -2.041
C: 1.232 -6.018 -4.735
C: -3.227 4.674 0.598
C: 5.418 -1.067 -6.516
C: -3.389 4.453 3.030
C: -5.360 7.607 -2.329
C: 3.224 -1.981 -0.734
C: 2.460 -0.998 4.371
C: -3.464 7.970 -4.447
C: 4.129 -1.798 -6.419
C: 3.582 -2.540 0.663
C: 4.219 -1.057 -1.412
C: 4.331 -2.465 -8.772
C: -3.621 2.118 7.043
C: -4.391 4.075 8.304
C: 4.607 -0.188 5.476
C: 0.592 -3.797 -5.763
C: 4.736 0.172 -0.626
C: -3.522 5.225 1.770
C: -3.787 1.911 9.481
C: -3.020 8.071 -3.198
C: -4.891 7.682 -4.736
C: 6.108 -1.039 -7.653
C: -2.750 3.269 0.500
C: 1.039 -5.194 -5.949
C: -2.035 -5.752 -0.955
C: -3.135 -6.649 -0.519
C: 2.513 -0.378 6.745
C: 5.619 -1.734 -8.870
C: -3.490 1.355 8.310
C: 1.023 -5.529 -3.515
C: -5.803 7.506 -3.579
C: -4.043 -6.241 0.361
C: 3.839 0.667 0.491
C: 0.374 -3.298 -4.552
C: 3.904 -0.672 4.260
C: -2.883 -3.986 0.520
C: 1.816 -0.859 5.529
C: -3.989 -4.876 0.949
C: -4.262 3.314 9.570
C: 0.570 -4.122 -3.330
C: -1.977 -4.395 -0.366
C: -2.915 3.054 2.939
C: 3.959 -0.051 6.629
B: 1.312 -2.153 0.556
H: 0.764 -1.087 5.635
H: -4.180 4.062 6.193
H: 5.659 0.044 5.366
H: 0.459 -3.211 -6.664
H: 1.978 -1.349 3.462
H: -1.151 -3.772 -0.685
H: 4.411 -2.024 1.109
H: 3.687 -3.618 0.619
H: 1.163 -6.121 -2.623
H: 4.197 0.323 1.441
H: -2.264 1.478 1.682
H: 2.699 -3.022 -7.544
H: 0.053 -2.277 -4.394
H: -2.847 -3.000 0.966
H: -2.826 2.516 3.874
H: -6.838 7.294 -3.813
H: 5.755 -0.569 -5.617
H: 3.207 -2.861 -1.397
H: -1.984 8.279 -2.963
H: 0.846 -3.276 0.374
H: 0.762 0.675 0.045
H: 3.824 -0.746 -2.369
H: 1.561 -7.037 -4.899
H: 4.847 0.978 -1.329
H: 2.820 0.379 0.340
H: -3.153 -7.638 -0.959
H: -3.698 1.375 10.418
H: 3.994 -2.966 -9.670
H: -2.816 8.091 -5.306
H: -4.857 -6.874 0.692
H: -3.868 6.247 1.860
H: 5.072 -1.680 -1.639
H: 4.445 0.300 7.531
H: -3.142 0.334 8.221
H: -3.315 5.218 -0.334
H: -6.007 7.482 -1.470
H: -4.737 5.097 8.393
H: 7.050 -0.514 -7.747
H: 3.878 1.748 0.508
H: -0.929 -1.738 -0.700